[1]
{"formula": "C3H4O", "method": "wB97M-V/def2-TZVPD", "symbols": ["O", "C", "C", "C", "H", "H", "H", "H"], "xyz": [[0.6684, 1.0576, 0.6748], [-0.7445, 0.8961, 0.4874], [0.2462, -0.0251, 0.0008], [0.6629, -1.0990, -0.6139], [-0.0382, -1.7767, -1.0638], [1.7103, -1.3303, -0.6847], [-1.3032, 0.6682, 1.3873], [-1.2019, 1.6092, -0.1879]], "atomic_forces_ev_per_a": [[1.16, 0.25, 0.22], [-0.79, -0.24, -0.19], [-0.83, 0.22, 0.08], [0.40, -0.22, -0.11], [-0.20, -0.04, -0.04], [0.23, -0.01, 0.01], [0.02, 0.00, 0.04], [0.02, 0.04, -0.02]], "lowdin_charge": [0.04, -0.06, -0.37, 0.06, 0.06, 0.06, 0.11, 0.11], "total_charge": 0, "homo_ev": -9.42, "smiles": "C=C1CO1", "spin_multiplicity": 1, "energy_ha": -191.86525}

=====

[2]
{"formula": "C23H26N3", "method": "wB97M-V/def2-TZVPD", "symbols": ["N", "N", "N", "C", "C", "C", "C", "C", "C", "C", "C", "C", "C", "C", "C", "C", "C", "C", "C", "C", "C", "C", "C", "C", "C", "C", "H", "H", "H", "H", "H", "H", "H", "H", "H", "H", "H", "H", "H", "H", "H", "H", "H", "H", "H", "H", "H", "H", "H", "H", "H", "H"], "xyz": [[1.7903, 0.8601, 1.3719], [-3.5323, -1.2323, 6.5779], [-0.2604, 0.0999, 2.2421], [1.5274, -1.4663, 1.4415], [-6.8372, 0.1724, 5.6114], [-2.5591, -2.0020, 3.1930], [3.0996, 0.3831, 1.0017], [-4.4041, -3.0212, 1.8233], [-3.2592, -0.9831, 7.9836], [-5.8121, -0.2174, 6.4852], [0.9089, -0.0951, 1.7380], [-4.4179, -2.6631, -0.5797], [1.5975, 2.2567, 1.6141], [-3.1740, -2.0088, -0.4840], [-4.5960, -1.1814, 4.5630], [-0.5619, 1.4842, 2.6206], [-4.7300, -0.8896, 5.9416], [0.1166, 2.5451, 1.7688], [-3.2401, -1.7295, 4.3790], [-2.5636, -1.8310, 0.7508], [-5.0132, -3.1868, 0.5796], [-2.6592, -1.7549, 5.6741], [-5.5994, -0.7487, 3.7084], [2.9880, -1.1445, 1.0919], [-6.7340, -0.1079, 4.2419], [-3.1841, -2.2914, 1.9400], [-2.3610, -0.3619, 8.1096], [-0.0133, 3.5330, 2.2161], [2.1398, 2.5530, 2.5262], [-0.3437, 2.5623, 0.7790], [-7.5476, 0.1756, 3.5812], [-1.6524, 1.5889, 2.5617], [1.4445, -2.1418, 2.3034], [3.3742, 0.7335, -0.0021], [-5.8397, -0.0118, 7.5517], [3.2986, -1.6022, 0.1498], [-0.2625, 1.6489, 3.6771], [-1.6609, -2.0810, 5.9407], [3.8609, 0.7745, 1.6922], [-1.4678, -1.9165, 3.2076], [-3.1066, -1.9197, 8.5364], [-4.9126, -2.7701, -1.5469], [3.6528, -1.5055, 1.8828], [-5.9671, -3.7154, 0.5166], [-7.7115, 0.6843, 6.0132], [-2.6812, -1.6441, -1.3844], [-4.1162, -0.4632, 8.4179], [2.0329, 2.8090, 0.7750], [-4.8560, -3.4356, 2.7283], [-1.6179, -1.2843, 0.8654], [1.0007, -1.9344, 0.5969], [-5.4919, -0.9144, 2.6390]], "atomic_forces_ev_per_a": [[0.43, -0.23, 0.00], [1.46, -1.11, -0.99], [0.52, -0.30, 0.22], [-0.36, 0.34, -0.17], [0.43, -0.42, 0.26], [-0.12, 0.01, 0.96], [0.27, 0.00, -0.07], [0.27, 0.47, 0.03], [0.25, -0.13, 0.60], [-0.33, 0.05, -0.25], [-0.37, -0.34, 0.11], [0.47, 0.14, 0.51], [0.01, 0.38, 0.30], [-0.37, -0.21, -0.05], [-0.06, 0.17, 0.69], [-0.17, -0.11, 0.30], [0.09, 0.26, -0.78], [-0.15, 0.16, -0.34], [-0.13, -0.18, -0.39], [0.14, -0.05, 0.33], [0.16, 0.07, 0.16], [-1.04, 1.33, 0.64], [-0.61, 0.14, -0.04], [0.40, -0.27, 0.00], [0.55, -0.20, -0.04], [-0.59, -0.17, -1.16], [-0.34, -0.15, -0.18], [-0.07, -0.06, -0.08], [0.00, -0.01, -0.14], [-0.04, 0.03, -0.02], [0.19, 0.04, 0.05], [0.20, 0.18, 0.13], [-0.09, 0.29, -0.22], [-0.10, -0.06, 0.12], [-0.24, 0.11, -0.26], [-0.04, -0.04, 0.22], [-0.22, -0.20, -0.35], [-0.18, 0.08, 0.13], [-0.14, -0.04, -0.09], [-0.25, -0.15, -0.03], [-0.11, 0.20, -0.25], [0.19, -0.01, 0.31], [-0.09, -0.04, -0.23], [0.36, 0.12, 0.00], [0.24, -0.15, -0.19], [-0.17, -0.03, 0.22], [0.32, -0.12, -0.08], [-0.09, 0.08, 0.12], [0.08, 0.11, -0.34], [-0.40, -0.20, -0.17], [0.08, 0.12, 0.25], [-0.26, 0.10, 0.23]], "lowdin_charge": [-0.08, -0.05, 0.05, -0.08, -0.05, 0.10, -0.15, -0.03, 0.02, 0.00, -0.34, -0.04, -0.16, -0.05, -0.10, -0.23, -0.16, -0.17, -0.12, 0.00, -0.06, 0.08, 0.00, -0.14, -0.05, -0.21, 0.11, 0.12, 0.13, 0.12, 0.11, 0.10, 0.11, 0.13, 0.11, 0.11, 0.12, 0.16, 0.13, 0.12, 0.11, 0.12, 0.11, 0.12, 0.12, 0.11, 0.08, 0.13, 0.13, 0.09, 0.11, 0.11], "total_charge": 1, "homo_ev": -10.67, "spin_multiplicity": 1, "energy_ha": -1056.06845}

=====

[3]
{"formula": "C18H37N3O2PdSi3", "method": "wB97M-V/def2-TZVPD", "symbols": ["Pd", "Si", "Si", "Si", "O", "O", "N", "N", "N", "C", "C", "C", "C", "C", "C", "C", "C", "C", "C", "C", "C", "C", "C", "C", "C", "C", "C", "H", "H", "H", "H", "H", "H", "H", "H", "H", "H", "H", "H", "H", "H", "H", "H", "H", "H", "H", "H", "H", "H", "H", "H", "H", "H", "H", "H", "H", "H", "H", "H", "H", "H", "H", "H", "H"], "xyz": [[0.0502, 0.0493, 0.1334], [-2.3642, 1.2429, -2.0458], [-0.9401, 3.0994, 0.1666], [0.8654, 1.5731, -2.0677], [2.4238, -1.6858, 0.7432], [-1.5021, -0.4920, 1.4071], [-3.1249, -1.7242, 2.3245], [0.7006, 1.3350, 1.5661], [1.3153, -1.6512, 0.4940], [0.6168, 2.5930, -3.6017], [1.9899, 1.7709, 3.5161], [-3.3883, -0.6869, 3.3237], [0.3326, 2.6384, 1.4815], [0.8238, 3.5351, 2.4195], [1.1357, -0.2690, -2.4601], [-2.1898, -1.5632, 1.4143], [-3.9594, -2.9338, 2.3669], [-2.8905, 2.8740, -2.7716], [-2.0563, -0.0170, -3.3822], [-2.5630, 3.1602, 1.0606], [-0.7623, 1.6798, -1.0563], [2.3632, 2.1898, -1.1463], [-1.9204, -2.6604, 0.4294], [-0.5154, 4.7286, -0.6118], [-3.7073, 0.5582, -0.9543], [1.4885, 0.9116, 2.5601], [1.6625, 3.1137, 3.4389], [-3.6247, -1.1729, 4.2668], [-2.9828, -0.1008, -3.9573], [-4.2382, -0.0775, 3.0144], [-2.5129, -0.0586, 3.4459], [-4.6525, -2.8328, 3.1958], [1.7154, -0.1441, 2.5912], [-1.2723, 0.2394, -4.0906], [-2.1211, 3.3388, -3.3873], [-0.6349, 5.5351, 0.1146], [-3.3995, 3.4354, 0.4201], [0.5060, 4.7658, -0.9895], [2.1994, 3.1587, -0.6734], [-4.5374, -3.0369, 1.4499], [-3.1964, 3.5895, -2.0081], [0.5409, 4.5776, 2.3497], [2.7395, 1.5089, -0.3791], [1.5559, 2.5660, -4.1597], [-1.1903, 4.9486, -1.4396], [-1.3032, -2.2942, -0.3937], [2.1543, -0.5744, -2.2199], [-3.4785, -0.4426, -0.6008], [-1.3951, -3.4822, 0.9205], [-3.9657, 1.1821, -0.1024], [3.1662, 2.3200, -1.8763], [2.6250, 1.3845, 4.2999], [-3.7592, 2.7012, -3.4110], [-3.3481, -3.8194, 2.5295], [0.4526, -1.0314, -2.0519], [-2.4916, 3.9169, 1.8459], [-4.5986, 0.4669, -1.5818], [-2.8384, -3.0660, 0.0072], [0.9964, -0.3726, -3.5395], [2.0462, 3.8160, 4.1661], [-0.1725, 2.2153, -4.2464], [-1.8463, -1.0143, -2.9908], [0.4006, 3.6333, -3.3605], [-2.7804, 2.2025, 1.5359]], "atomic_forces_ev_per_a": [[-0.51, 0.71, -1.29], [0.19, -0.10, 0.15], [-0.05, 0.09, -0.04], [-0.21, 0.21, 0.13], [-0.28, 0.01, -0.02], [-0.42, -0.10, 0.18], [-0.02, -0.09, -0.03], [-0.01, 0.79, 0.25], [0.80, -0.82, 0.19], [0.07, -0.08, -0.07], [0.02, -0.04, 0.01], [-0.03, -0.01, 0.00], [0.21, -0.16, 0.22], [-0.03, 0.11, -0.01], [-0.05, -0.12, 0.06], [0.17, 0.08, 0.02], [0.01, 0.10, 0.00], [0.01, 0.15, -0.03], [-0.06, -0.08, -0.05], [0.01, -0.01, 0.11], [0.21, -0.53, 0.34], [0.09, 0.04, 0.06], [-0.06, -0.01, -0.12], [0.03, 0.05, -0.06], [-0.14, 0.04, -0.04], [0.00, -0.13, -0.03], [-0.01, -0.03, -0.02], [0.02, 0.03, 0.02], [0.00, -0.02, -0.01], [0.00, 0.01, 0.01], [-0.01, 0.00, 0.00], [0.00, -0.03, -0.01], [0.04, 0.01, 0.03], [0.05, 0.04, -0.04], [0.00, 0.01, -0.01], [0.00, 0.00, 0.03], [-0.03, 0.01, -0.04], [0.03, 0.01, -0.01], [0.01, 0.04, -0.01], [0.00, -0.04, 0.02], [-0.01, 0.03, 0.03], [-0.02, 0.01, -0.01], [-0.03, -0.02, -0.02], [0.00, 0.03, -0.05], [-0.02, 0.01, -0.03], [-0.04, -0.02, 0.09], [0.03, 0.00, -0.04], [0.06, -0.16, 0.07], [0.00, 0.00, 0.00], [0.01, 0.00, 0.01], [0.04, 0.00, 0.01], [0.01, -0.01, 0.00], [-0.02, -0.04, -0.01], [-0.03, -0.03, -0.02], [-0.04, 0.05, 0.03], [-0.02, 0.00, 0.02], [-0.03, 0.02, 0.01], [0.00, 0.01, 0.01], [0.04, -0.05, -0.01], [0.00, 0.02, 0.01], [-0.04, -0.01, -0.05], [0.01, -0.02, 0.03], [0.02, 0.03, 0.03], [-0.02, 0.00, 0.03]], "lowdin_charge": [0.93, 0.43, 0.48, 0.41, 0.12, -0.13, -0.11, -0.06, 0.03, -0.14, -0.01, 0.01, -0.27, -0.02, -0.17, -0.47, 0.00, -0.14, -0.16, -0.15, -0.40, -0.17, 0.01, -0.14, -0.14, -0.10, 0.00, 0.10, 0.06, 0.11, 0.09, 0.10, 0.10, 0.03, 0.04, 0.05, 0.04, 0.04, 0.03, 0.10, 0.03, 0.12, 0.03, 0.06, 0.04, 0.06, 0.04, 0.01, 0.11, 0.02, 0.06, 0.13, 0.06, 0.11, 0.01, 0.06, 0.06, 0.10, 0.06, 0.13, 0.03, 0.03, 0.05, 0.03], "total_charge": 2, "homo_ev": [-14.95, -15.74], "spin_multiplicity": 3, "energy_ha": -2018.61899}